# 1
The following is a quantum chemistry calculation of a molecular structure, C36H47FN7O11SiY, from the OMol25 dataset.

XYZ file:
```
104
C36H47FN7O11SiY | the OMol25 dataset | the ωB97M-V functional and the def2-TZVPD basis
Y 0.000 0.113 -0.021
O -4.061 -2.059 0.300
C -3.033 -1.246 0.470
O -1.912 -1.526 0.094
C -3.384 0.008 1.234
O -2.474 1.057 0.992
C -2.903 1.936 -0.059
C -2.542 1.364 -1.445
O -3.369 1.374 -2.338
O -1.337 0.921 -1.507
H -3.768 -2.865 -0.147
H -4.410 0.300 1.003
H -3.338 -0.245 2.297
H -3.975 2.122 0.005
H -2.353 2.867 0.084
C 3.155 -0.955 -2.507
C 2.880 0.492 -2.197
C 3.618 1.484 -2.808
C 3.355 2.817 -2.476
C 2.428 3.108 -1.513
C 1.728 2.054 -0.877
N 1.932 0.762 -1.283
N 0.855 2.179 0.136
Si 0.710 3.581 1.147
C -0.127 5.079 0.336
C 2.423 4.159 1.729
C -0.287 3.027 2.643
H 4.204 -1.092 -2.764
H 2.557 -1.293 -3.353
H 2.908 -1.564 -1.639
H 4.384 1.223 -3.524
H 3.895 3.615 -2.971
H 2.207 4.127 -1.231
H 0.434 5.449 -0.525
H -0.197 5.898 1.057
H -1.138 4.854 -0.009
H 2.933 4.764 0.977
H 3.065 3.305 1.958
H 2.336 4.765 2.633
H -1.275 2.663 2.355
H -0.424 3.853 3.346
H 0.217 2.216 3.175
F -0.035 -3.127 8.160
C -0.921 -2.676 7.266
C -0.562 -2.497 5.988
N -1.447 -2.058 5.038
C -1.051 -1.990 3.648
C -0.176 -0.754 3.310
O 0.413 -0.198 4.219
O -0.150 -0.460 2.065
C -2.734 -1.688 5.369
O -3.530 -1.249 4.558
N -3.058 -1.875 6.692
C -2.267 -2.384 7.728
O -2.708 -2.530 8.843
H 0.449 -2.690 5.660
H -1.948 -1.968 3.042
H -0.476 -2.877 3.395
H -4.002 -1.625 6.948
C 1.041 -4.004 1.205
C 2.049 -3.238 0.366
O 2.033 -1.837 0.615
C 2.766 -1.490 1.797
C 3.096 -0.012 1.798
H 0.903 -5.015 0.823
H 0.082 -3.487 1.156
H 1.366 -4.064 2.245
H 1.817 -3.362 -0.692
H 3.062 -3.618 0.535
H 3.693 -2.074 1.811
H 2.187 -1.741 2.690
H 3.643 0.253 0.893
H 3.702 0.221 2.673
H 2.188 0.588 1.857
C 3.738 -9.990 -5.425
C 2.764 -9.223 -4.573
C 2.859 -7.847 -4.426
C 1.976 -7.134 -3.625
C 0.941 -7.796 -2.967
N -0.002 -7.161 -2.132
C -0.405 -5.852 -2.015
O -1.013 -5.472 -1.030
N -0.125 -5.053 -3.099
C -0.148 -3.655 -3.145
C 0.004 -3.021 -4.375
C 0.047 -1.642 -4.417
C -0.009 -0.929 -3.232
N -0.146 -1.526 -2.046
C -0.254 -2.853 -2.009
C 0.857 -9.182 -3.088
C 1.755 -9.881 -3.873
H 4.308 -9.319 -6.065
H 3.220 -10.716 -6.052
H 4.443 -10.540 -4.799
H 3.649 -7.313 -4.940
H 2.136 -6.074 -3.491
H -0.416 -7.748 -1.427
H 0.093 -5.518 -3.965
H 0.072 -3.611 -5.282
H 0.141 -1.126 -5.362
H 0.047 0.150 -3.227
H -0.463 -3.299 -1.050
H 0.076 -9.715 -2.558
H 1.671 -10.958 -3.947
```

Calculated values
2S+1: 1
ΔE to the lowest compared entry with this formula, charge and spin: 2.5 kcal/mol
Total charge: 0


# 2
The following is a quantum chemistry calculation of a molecular structure, C36H47LiN5P2SSi2, from the OMol25 dataset.

XYZ file:
```
94
C36H47LiN5P2SSi2 | the OMol25 dataset | the ωB97M-V functional and the def2-TZVPD basis
Li -0.040 -0.763 -0.219
C -3.339 -2.676 0.412
Si -3.273 -1.027 -0.492
C -3.272 -1.426 -2.324
C -4.919 -0.180 -0.155
N -1.840 -0.236 -0.023
P -1.523 1.345 0.140
C -0.006 1.987 0.064
P 1.498 1.306 0.134
N 1.775 -0.295 0.074
Si 3.283 -1.091 0.077
C 3.434 -2.174 1.607
C 3.449 -2.219 -1.430
C 4.858 -0.066 0.040
C 2.448 2.132 -1.234
C 2.728 3.498 -1.212
C 3.320 4.126 -2.301
C 3.623 3.401 -3.448
C 3.319 2.048 -3.499
C 2.736 1.423 -2.400
C 2.402 1.867 1.667
C 1.802 1.534 2.891
C 2.431 1.811 4.096
C 3.663 2.462 4.115
C 4.255 2.820 2.916
C 3.632 2.515 1.706
C -2.535 2.241 -1.141
C -2.040 2.189 -2.451
C -2.730 2.771 -3.503
C -3.930 3.438 -3.266
C -4.425 3.512 -1.973
C -3.733 2.913 -0.920
C -2.348 1.893 1.716
C -2.280 3.232 2.111
C -2.831 3.651 3.315
C -3.454 2.736 4.159
C -3.514 1.400 3.789
C -2.956 0.985 2.578
H -4.307 -3.174 0.261
H -3.176 -2.551 1.491
H -2.555 -3.344 0.037
H -4.085 -2.120 -2.581
H -2.319 -1.893 -2.600
H -3.394 -0.517 -2.923
H -5.707 -0.941 -0.121
H -5.163 0.530 -0.950
H -4.933 0.366 0.793
H 2.474 -2.644 1.848
H 3.727 -1.574 2.478
H 4.187 -2.961 1.463
H 2.493 -2.665 -1.713
H 4.161 -3.031 -1.225
H 3.828 -1.657 -2.293
H 5.117 0.331 1.026
H 4.789 0.774 -0.659
H 5.676 -0.716 -0.295
H 2.458 4.078 -0.337
H 3.534 5.187 -2.263
H 4.085 3.891 -4.298
H 3.536 1.478 -4.395
H 2.491 0.367 -2.439
H 0.829 1.050 2.873
H 1.966 1.528 5.031
H 4.154 2.683 5.056
H 5.209 3.334 2.917
H 4.130 2.776 0.781
H -1.087 1.700 -2.621
H -2.330 2.716 -4.510
H -4.472 3.899 -4.084
H -5.355 4.035 -1.778
H -4.146 2.967 0.080
H -1.771 3.936 1.460
H -2.774 4.695 3.602
H -3.889 3.065 5.097
H -4.008 0.679 4.433
H -3.008 -0.057 2.274
S -0.175 -2.518 3.322
C -0.129 -1.499 4.663
N 0.711 -1.726 5.699
C 0.843 -0.857 6.861
C -0.506 -0.220 7.139
C -0.965 0.501 5.887
N -0.927 -0.423 4.758
H 1.369 -2.468 5.540
H 1.596 -0.083 6.688
H 1.170 -1.459 7.706
H -0.443 0.472 7.978
H -1.223 -1.006 7.389
H -0.331 1.367 5.696
H -1.984 0.868 5.993
H -1.494 -0.226 3.947
N 0.256 -3.482 0.146
C 0.096 -2.965 -0.883
H 0.344 -3.813 1.090
```

Calculated values
2S+1: 1
Total charge: -1


no.,Kohn-Sham gap (eV),HOMO level (eV)
1,7.78,-7.68
2,5.75,-3.55